# 1
# C5H7FINO

A molecular structure, C5H7FINO in a non-equilibrium geometry (the ωB97M-V functional and the def2-TZVPD basis, OMol25).

Computed properties:
HOMO energy (alpha / beta): -7.7 / -7.7 eV
Molecular weight: 243.02 g/mol
HOMO-LUMO gap (alpha / beta): 6.83 / 6.84 eV
Electronic energy: -19648.994 eV
Net charge: 0
Relative energy (zero: lowest compared OMol25 entry of this formula, charge and spin): 220.6 kJ/mol

Geometry (Å):
C 0.858 -1.645 2.954
C -0.252 -0.438 0.805
C -0.133 -1.640 1.858
C 1.020 0.009 0.049
C 0.696 0.733 -1.260
N 1.806 0.936 0.889
O 1.080 -2.476 3.727
F -0.079 -2.750 1.084
I 2.560 -0.094 2.373
H -1.011 -0.776 -0.035
H -0.734 0.441 1.352
H -1.084 -1.746 2.605
H 1.514 -1.037 -0.097
H 0.053 1.522 -1.109
H 0.293 0.100 -2.133
H 1.645 1.187 -1.743

=====

# 2
# C18H22N2O3

A single C18H22N2O3 molecule (the ωB97M-V functional and the def2-TZVPD basis, OMol25).

Computed properties:
HOMO energy: -9.0 eV
Molecular weight: 314.38 g/mol
HOMO-LUMO gap: 9.52 eV
Electronic energy: -28146.101 eV
Net charge: 0
Relative energy (zero: lowest compared OMol25 entry of this formula, charge and spin): 133.5 kJ/mol

Geometry (Å):
C 5.117 -2.903 -2.239
C 3.920 -1.961 -2.243
C 2.611 -2.716 -2.341
O 2.569 -3.923 -2.428
C 1.366 -1.905 -2.315
C 0.146 -2.587 -2.337
C -1.049 -1.908 -2.287
C -1.057 -0.514 -2.220
O -2.292 0.068 -2.125
C -2.364 1.471 -2.015
C -1.696 2.017 -0.744
O -1.209 3.125 -0.702
N -1.752 1.145 0.286
C -0.967 1.251 1.515
C 0.441 1.199 1.144
N 1.538 1.119 0.836
C -1.247 2.568 2.269
C -2.383 2.381 3.267
C -1.965 1.416 4.384
C -0.995 0.347 3.864
C -1.286 0.030 2.401
C 0.150 0.179 -2.221
C 1.345 -0.514 -2.264
H 6.044 -2.341 -2.173
H 5.128 -3.499 -3.148
H 5.056 -3.584 -1.394
H 3.905 -1.363 -1.329
H 3.985 -1.276 -3.092
H 0.164 -3.666 -2.386
H -1.993 -2.430 -2.296
H -3.432 1.706 -1.983
H -1.924 1.974 -2.883
H -2.136 0.231 0.084
H -1.484 3.343 1.542
H -0.343 2.877 2.797
H -3.260 1.998 2.741
H -2.656 3.346 3.693
H -1.486 1.969 5.192
H -2.856 0.940 4.798
H -1.086 -0.561 4.461
H 0.036 0.692 3.951
H -2.344 -0.220 2.292
H -0.697 -0.829 2.069
H 0.178 1.255 -2.174
H 2.260 0.054 -2.247

=====

# 3
# C2H2OS2

A molecular structure, C2H2OS2 in a non-equilibrium geometry (the ωB97M-V functional and the def2-TZVPD basis, OMol25).

Computed properties:
HOMO energy (alpha / beta): -8.5 / -7.8 eV
Molecular weight: 106.17 g/mol
HOMO-LUMO gap (alpha / beta): 7.22 / 6.63 eV
Electronic energy: -25821.019 eV
Net charge: 0
Relative energy (zero: lowest compared OMol25 entry of this formula, charge and spin): 262.7 kJ/mol

Geometry (Å):
C 0.520 0.658 0.039
C 0.500 -0.663 -0.235
O -1.940 -0.312 -0.240
S -0.858 1.639 0.035
S -0.996 -1.381 0.160
H 1.305 1.204 0.452
H 1.468 -1.146 -0.210

=====

# 4
# C26H23Cl5N7OTi

A molecular structure, C26H23Cl5N7OTi in a non-equilibrium geometry (the ωB97M-V functional and the def2-TZVPD basis, OMol25).

Computed properties:
HOMO energy: -16.8 eV
Molecular weight: 674.65 g/mol
HOMO-LUMO gap: 6.74 eV
Electronic energy: -125518.983 eV
Net charge: +3
Relative energy (zero: lowest compared OMol25 entry of this formula, charge and spin): 30.6 kJ/mol

Geometry (Å):
Ti 0.889 0.042 -0.144
N 0.213 -2.630 3.258
C 0.642 -2.173 2.106
N 0.401 -0.945 1.674
C -0.269 -0.058 2.528
N -0.303 1.216 2.237
N 0.383 1.519 1.116
C 0.612 2.728 0.740
C 1.429 2.858 -0.460
C 1.831 4.071 -0.991
C 2.668 4.074 -2.102
C 3.086 2.864 -2.636
C 2.635 1.685 -2.062
N 1.811 1.676 -1.009
C -0.888 -0.552 3.729
C -1.714 0.233 4.541
C -2.247 -0.306 5.691
C -1.952 -1.623 6.056
C -1.130 -2.411 5.273
C -0.607 -1.878 4.106
H 0.466 -3.567 3.547
H 1.215 -2.838 1.470
H 0.270 3.587 1.308
H 1.511 4.997 -0.531
H 2.998 5.009 -2.535
H 3.751 2.819 -3.486
H 2.937 0.722 -2.453
H -1.918 1.254 4.251
H -2.893 0.287 6.323
H -2.374 -2.033 6.964
H -0.897 -3.427 5.571
Cl 3.293 0.385 1.370
C 3.526 -0.976 0.308
C 2.401 -1.225 -0.468
C 2.435 -2.338 -1.311
Cl 0.978 -2.662 -2.194
C 3.557 -3.146 -1.409
Cl 3.570 -4.494 -2.452
C 4.684 -2.836 -0.620
Cl 6.072 -3.802 -0.725
C 4.673 -1.740 0.268
Cl 6.017 -1.375 1.250
C -2.689 -0.913 0.064
N -2.781 -0.194 -1.206
C -4.113 0.061 -1.773
C -4.027 0.109 -3.285
C -2.972 1.116 -3.696
N -1.711 0.872 -2.978
C -0.501 1.398 -3.600
C -1.685 0.259 -1.804
O -0.532 0.090 -1.179
H -2.623 -0.221 0.908
H -1.832 -1.583 0.059
H -3.585 -1.515 0.185
H -4.505 0.998 -1.370
H -4.774 -0.744 -1.461
H -4.989 0.401 -3.703
H -3.777 -0.880 -3.672
H -3.305 2.138 -3.501
H -2.764 1.027 -4.761
H -0.371 2.458 -3.368
H -0.589 1.295 -4.679
H 0.364 0.833 -3.278

=====

# 5
# C5H12N2O

A single C5H12N2O molecule in a non-equilibrium geometry (the ωB97M-V functional and the def2-TZVPD basis, OMol25).

Computed properties:
HOMO energy: -8.6 eV
Molecular weight: 116.16 g/mol
HOMO-LUMO gap: 9.53 eV
Electronic energy: -10406.014 eV
Net charge: 0
Relative energy (zero: lowest compared OMol25 entry of this formula, charge and spin): 232.6 kJ/mol

Geometry (Å):
C 1.022 1.678 1.705
C -0.347 1.301 1.108
C -0.421 -0.097 0.380
C -1.915 -0.329 0.297
O -2.509 -1.002 1.099
N 0.043 -0.089 -0.995
C 1.003 -1.143 -1.485
N 2.283 -0.692 -1.936
H 0.970 2.756 1.800
H 1.894 1.535 1.088
H 1.239 1.264 2.678
H -0.748 2.070 0.472
H -0.931 1.045 2.032
H 0.072 -0.845 1.044
H -2.451 0.239 -0.506
H 0.358 0.799 -1.377
H 0.429 -1.525 -2.340
H 1.244 -1.867 -0.696
H 2.325 -0.240 -2.833
H 2.851 -0.277 -1.215

=====

# 6
# C3H4ClO4P

A single C3H4ClO4P molecule in a non-equilibrium geometry (the ωB97M-V functional and the def2-TZVPD basis, OMol25).

Computed properties:
HOMO energy: -10.3 eV
Molecular weight: 170.49 g/mol
HOMO-LUMO gap: 10.15 eV
Electronic energy: -33173.071 eV
Net charge: 0
Relative energy (zero: lowest compared OMol25 entry of this formula, charge and spin): 355.6 kJ/mol

Geometry (Å):
O 2.249 -1.136 0.335
P 1.777 0.230 -0.350
C -0.071 0.000 -0.923
O -0.466 -1.390 -0.522
C -0.994 -1.295 0.880
O -1.736 -2.216 1.501
O -0.563 0.053 1.381
C -0.929 0.899 0.196
Cl -2.813 0.749 0.119
H 1.741 1.285 0.634
H 2.675 0.473 -1.459
H -0.162 0.297 -2.052
H -0.708 2.051 0.260

=====

# 7
# C3H5N3S2

A molecular structure, C3H5N3S2 in a non-equilibrium geometry (the ωB97M-V functional and the def2-TZVPD basis, OMol25).

Computed properties:
HOMO energy: -7.8 eV
Molecular weight: 147.23 g/mol
HOMO-LUMO gap: 8.17 eV
Electronic energy: -29329.293 eV
Net charge: 0
Relative energy (zero: lowest compared OMol25 entry of this formula, charge and spin): 329.3 kJ/mol

Geometry (Å):
C -3.211 -0.860 0.217
C -1.108 0.482 -0.031
C 1.284 0.063 -0.075
H -2.254 -1.298 1.140
H -3.262 -1.462 -0.976
H -4.351 -0.617 0.678
H -2.980 1.172 0.028
H 1.615 2.063 0.037
N -2.475 0.374 -0.279
N -0.448 1.637 0.090
N 0.813 1.353 0.052
S 2.882 -0.473 0.042
S -0.119 -0.871 -0.080

=====

# 8
# C24H42Cl3FO5Si

A single C24H42Cl3FO5Si molecule in a non-equilibrium geometry (the ωB97M-V functional and the def2-TZVPD basis, OMol25).

Computed properties:
HOMO energy: -9.4 eV
Molecular weight: 564.04 g/mol
HOMO-LUMO gap: 9.72 eV
Electronic energy: -83964.981 eV
Net charge: 0

Geometry (Å):
C -3.280 2.166 2.318
O -2.851 2.979 1.191
C -3.848 2.927 0.122
C -3.409 3.889 -1.097
C -3.034 3.107 -2.441
C -1.443 2.835 -2.604
C -1.027 1.824 -1.413
C -0.008 0.677 -1.834
C 1.287 0.477 -0.930
C 1.059 0.461 0.641
C -0.349 0.017 1.249
C -1.010 -1.279 0.591
O -0.090 -2.171 -0.072
Si -0.905 -3.303 -1.110
C 0.329 -4.380 -2.146
C -2.095 -2.509 -2.377
C -2.001 -4.446 0.006
C 2.086 -0.466 1.504
C 3.490 -0.865 0.873
C 3.913 -2.372 1.299
C 2.903 -3.486 0.751
C 1.953 -4.122 1.870
O 1.071 -4.914 1.483
O 2.073 -3.890 3.263
C 2.267 0.162 2.983
Cl 3.774 -0.173 3.940
O 1.808 1.505 2.790
C 1.442 1.851 1.415
F 0.398 2.790 1.656
C 2.755 2.643 0.949
Cl 4.366 2.499 1.834
C 2.794 3.552 -0.146
C 1.520 3.885 -1.023
Cl 4.353 4.429 -0.571
H -2.390 1.570 2.735
H -3.673 2.888 3.121
H -4.077 1.412 1.987
H -4.857 3.204 0.573
H -3.936 1.824 -0.199
H -4.352 4.504 -1.336
H -2.579 4.587 -0.757
H -3.643 2.146 -2.530
H -3.339 3.773 -3.314
H -1.274 2.257 -3.582
H -0.845 3.806 -2.593
H -2.008 1.305 -1.104
H -0.727 2.463 -0.526
H -0.566 -0.309 -1.892
H 0.345 0.902 -2.908
H 1.688 -0.569 -1.201
H 2.102 1.198 -1.280
H -1.102 0.876 1.102
H -0.341 -0.160 2.381
H -1.509 -1.881 1.436
H -1.866 -0.926 -0.078
H -0.261 -5.223 -2.663
H 1.187 -4.779 -1.521
H 0.672 -3.699 -3.009
H -2.657 -1.590 -2.014
H -1.588 -2.207 -3.364
H -2.903 -3.270 -2.685
H -2.635 -3.731 0.637
H -1.358 -5.050 0.723
H -2.643 -5.158 -0.613
H 1.486 -1.416 1.755
H 4.369 -0.213 1.230
H 3.546 -0.852 -0.260
H 4.011 -2.505 2.421
H 4.945 -2.622 0.856
H 2.250 -3.054 -0.076
H 3.465 -4.369 0.288
H 1.597 -3.081 3.543
H 1.463 -0.395 3.590
H 1.360 3.083 -1.818
H 1.765 4.845 -1.608
H 0.594 4.117 -0.412

=====

# 9
# CH2N2O3S

A single CH2N2O3S molecule in a non-equilibrium geometry (the ωB97M-V functional and the def2-TZVPD basis, OMol25).

Computed properties:
HOMO energy: -11.0 eV
Molecular weight: 122.11 g/mol
HOMO-LUMO gap: 10.48 eV
Electronic energy: -21024.608 eV
Net charge: 0
Relative energy (zero: lowest compared OMol25 entry of this formula, charge and spin): 175.1 kJ/mol

Geometry (Å):
C -1.572 0.193 -0.332
N -0.743 1.020 0.013
N 0.427 -1.518 0.154
O -2.542 -0.295 -0.594
O 1.308 0.314 -1.381
O 1.816 0.348 1.123
S 1.065 -0.152 -0.015
H -0.391 1.934 -0.035
H 0.632 -1.843 1.066

=====

# 10
# C42H42ClN7O4

8 unconnected molecules or ions with the total composition C42H42ClN7O4 (the ωB97M-V functional and the def2-TZVPD basis, OMol25).

Computed properties:
HOMO energy: -9.4 eV
Molecular weight: 744.30 g/mol
HOMO-LUMO gap: 8.00 eV
Electronic energy: -75376.525 eV
Net charge: 0

Geometry (Å):
C 0.465 1.739 -4.687
C -0.314 0.836 -3.735
O -1.708 1.000 -4.028
C -0.069 1.189 -2.250
C 0.591 0.160 -1.396
C 0.757 0.186 -0.073
Cl 0.264 1.383 1.018
C 1.514 -1.028 0.356
O 2.153 -1.231 1.329
O 1.442 -1.909 -0.707
C 1.235 -1.114 -1.838
O 1.628 -1.463 -2.901
H 0.715 2.700 -4.236
H 1.396 1.268 -5.002
H -0.135 1.930 -5.574
H -0.026 -0.197 -3.925
H -2.154 0.160 -3.896
H -1.020 1.468 -1.793
H 0.556 2.087 -2.192
C -0.638 -1.290 5.274
C 0.300 -1.401 4.259
C 0.689 -2.667 3.848
N 0.210 -3.794 4.375
C -0.691 -3.673 5.348
C -1.144 -2.454 5.831
H -0.958 -0.321 5.636
H 0.732 -0.524 3.793
H 1.423 -2.789 3.061
H -1.066 -4.603 5.764
H -1.876 -2.420 6.627
C -4.264 4.935 -1.813
C -3.745 3.752 -2.312
C -3.757 3.543 -3.685
N -4.253 4.423 -4.553
C -4.751 5.555 -4.059
C -4.778 5.862 -2.708
H -4.271 5.132 -0.749
H -3.336 2.998 -1.652
H -3.351 2.631 -4.104
H -5.151 6.251 -4.790
H -5.194 6.800 -2.368
C -1.658 3.966 8.484
C -0.717 3.854 7.474
C -0.335 2.585 7.065
N -0.821 1.463 7.593
C -1.723 1.586 8.565
C -2.173 2.807 9.043
H -1.983 4.938 8.831
H -0.285 4.729 7.009
H 0.400 2.459 6.278
H -2.102 0.659 8.981
H -2.909 2.845 9.835
C 5.961 -1.649 -3.240
C 7.185 -1.755 -3.881
C 7.205 -1.787 -5.267
N 6.110 -1.723 -6.022
C 4.942 -1.623 -5.393
C 4.812 -1.580 -4.013
H 5.903 -1.623 -2.159
H 8.108 -1.814 -3.320
H 8.145 -1.868 -5.802
H 4.063 -1.576 -6.029
H 3.833 -1.499 -3.561
C 2.543 -5.030 -0.951
C 3.355 -5.077 -2.073
C 3.909 -6.295 -2.440
N 3.704 -7.428 -1.771
C 2.924 -7.367 -0.694
C 2.322 -6.201 -0.245
H 2.099 -4.093 -0.643
H 3.557 -4.187 -2.656
H 4.548 -6.368 -3.313
H 2.775 -8.302 -0.164
H 1.699 -6.214 0.640
C -9.917 4.232 -5.553
C -10.094 2.876 -5.776
C -9.014 2.028 -5.579
N -7.811 2.443 -5.189
C -7.652 3.750 -4.980
C -8.670 4.678 -5.145
H -10.735 4.927 -5.694
H -11.048 2.480 -6.096
H -9.118 0.961 -5.743
H -6.664 4.061 -4.669
H -8.484 5.728 -4.958
C 4.843 -1.991 6.389
C 6.160 -2.079 5.968
C 6.439 -1.877 4.624
N 5.509 -1.604 3.712
C 4.247 -1.526 4.130
C 3.863 -1.708 5.451
H 4.584 -2.141 7.429
H 6.958 -2.300 6.663
H 7.459 -1.936 4.260
H 3.510 -1.310 3.365
H 2.821 -1.632 5.732

=====

# 11
# CH3Br3Si

A molecular structure, CH3Br3Si in a non-equilibrium geometry (the ωB97M-V functional and the def2-TZVPD basis, OMol25).

Computed properties:
HOMO energy: -10.2 eV
Molecular weight: 282.83 g/mol
HOMO-LUMO gap: 10.07 eV
Electronic energy: -219089.429 eV
Net charge: 0
Relative energy (zero: lowest compared OMol25 entry of this formula, charge and spin): 387.3 kJ/mol

Geometry (Å):
C 0.448 -0.078 0.692
Si -0.607 0.091 -0.933
Br -0.736 -0.069 2.266
Br 1.508 -1.723 0.697
Br 1.709 1.391 0.790
H -1.475 1.114 -0.456
H 0.134 0.714 -1.941
H -0.981 -1.441 -1.116

=====

# 12
# C5H9Cl

A single C5H9Cl molecule in a non-equilibrium geometry (the ωB97M-V functional and the def2-TZVPD basis, OMol25).

Computed properties:
HOMO energy: -9.8 eV
Molecular weight: 104.58 g/mol
HOMO-LUMO gap: 10.66 eV
Electronic energy: -17852.058 eV
Net charge: 0
Relative energy (zero: lowest compared OMol25 entry of this formula, charge and spin): 122.8 kJ/mol

Geometry (Å):
C -0.251 -0.437 2.499
C -0.124 -1.025 1.287
C 0.859 -0.949 0.103
C 0.236 -0.169 -0.983
C -1.063 -0.727 -1.377
Cl 0.232 1.621 -0.595
H 0.423 0.275 2.928
H -1.105 -0.528 3.098
H -0.815 -1.810 0.913
H 0.894 -2.019 -0.205
H 1.836 -0.726 0.489
H 0.845 -0.231 -1.846
H -0.749 -1.815 -1.611
H -1.470 -0.167 -2.263
H -1.748 -0.682 -0.558

=====

> The lowest electronic energy belongs to which entry?

CH3Br3Si

=====

> Among the records above, which one has the lowest molecular weight?

C5H9Cl

=====

Please write out number 5 again, unchanged.
# C5H12N2O

A single C5H12N2O molecule in a non-equilibrium geometry (the ωB97M-V functional and the def2-TZVPD basis, OMol25).

Computed properties:
HOMO energy: -8.6 eV
Molecular weight: 116.16 g/mol
HOMO-LUMO gap: 9.53 eV
Electronic energy: -10406.014 eV
Net charge: 0
Relative energy (zero: lowest compared OMol25 entry of this formula, charge and spin): 232.6 kJ/mol

Geometry (Å):
C 1.022 1.678 1.705
C -0.347 1.301 1.108
C -0.421 -0.097 0.380
C -1.915 -0.329 0.297
O -2.509 -1.002 1.099
N 0.043 -0.089 -0.995
C 1.003 -1.143 -1.485
N 2.283 -0.692 -1.936
H 0.970 2.756 1.800
H 1.894 1.535 1.088
H 1.239 1.264 2.678
H -0.748 2.070 0.472
H -0.931 1.045 2.032
H 0.072 -0.845 1.044
H -2.451 0.239 -0.506
H 0.358 0.799 -1.377
H 0.429 -1.525 -2.340
H 1.244 -1.867 -0.696
H 2.325 -0.240 -2.833
H 2.851 -0.277 -1.215